Formula: C33H62N6O7S2
Source: OMol25
Level of theory: ωB97M-V with the def2-TZVPD basis set

XYZ file:
```
110
Properties=species:S:1:pos:R:3:forces:R:3
C -15.891253 -14.509307 -39.152715 0.0947 0.0536 0.4659
O -15.524883 -13.150176 -39.336527 -0.0789 -0.1302 0.0012
H -16.871585 -14.664240 -39.593394 0.0857 0.0687 -0.3139
H -15.138298 -15.176502 -39.580031 -0.2049 -0.1426 -0.1443
H -16.005813 -14.776001 -38.092807 0.1520 0.1137 -0.0073
H -14.583574 -13.075950 -39.160363 0.0167 0.0940 0.0740
C -12.439642 -18.165628 -34.381841 0.4030 0.2615 0.0723
O -11.344490 -18.188603 -35.299953 -0.2550 0.0002 0.0303
H -13.338568 -17.752245 -34.844554 -0.0437 -0.0722 -0.0073
H -12.627911 -19.178311 -34.028253 0.0279 -0.0595 -0.1100
H -12.173699 -17.542929 -33.526971 -0.2099 -0.0123 0.0946
H -11.154625 -17.256164 -35.468189 0.1102 0.0501 -0.1303
C -19.202833 -14.521378 -34.875074 -0.4635 0.0327 0.1774
O -20.284844 -13.598970 -34.987111 0.1060 -0.0657 -0.0343
H -19.152305 -15.055267 -35.824159 0.1554 -0.0060 0.0130
H -18.253659 -14.033503 -34.662371 0.0285 0.1053 -0.0965
H -19.402119 -15.242007 -34.075394 0.0653 -0.0749 -0.0711
H -20.584688 -13.387848 -34.100127 -0.0065 0.0749 -0.0060
C -14.970197 -17.965951 -30.822422 0.5666 0.2768 0.6889
O -13.751909 -17.477686 -31.399416 -0.3142 -0.2237 -0.1372
H -15.719123 -17.190571 -30.955109 -0.1600 -0.1379 -0.1524
H -15.289213 -18.928699 -31.221243 -0.1401 0.1463 -0.3111
H -14.844013 -18.091415 -29.742820 -0.0649 -0.0001 -0.0122
H -13.124892 -18.204483 -31.402985 0.1290 0.0289 0.0318
C -12.439266 -13.872562 -35.955177 0.3787 -0.2955 -0.4375
O -11.471436 -14.890067 -36.257293 -0.0953 0.3372 0.0737
H -12.086043 -13.311576 -35.096005 -0.2051 -0.0647 0.1832
H -12.551298 -13.168488 -36.788074 0.0665 -0.0244 0.0168
H -13.410589 -14.340818 -35.792621 -0.0592 0.1894 0.3442
H -11.948676 -15.475877 -36.861872 0.0595 -0.1890 0.0262
N -15.549412 -12.813310 -34.386250 0.1904 -0.0151 0.1621
C -15.354342 -12.250051 -35.610697 -0.4370 0.3957 -0.3967
C -14.894146 -10.973058 -35.429528 0.5444 0.0333 0.3312
C -14.726258 -10.785565 -34.025676 -0.1167 0.1351 -0.2417
C -15.143070 -11.935592 -33.415210 -0.0634 -0.2052 0.0592
H -15.941781 -13.728669 -34.204242 0.2141 -0.0024 -0.0852
H -15.606260 -12.729774 -36.543780 -0.0891 -0.1929 0.1350
H -14.615584 -10.268465 -36.195504 -0.1206 -0.0368 -0.0881
H -14.366908 -9.896732 -33.534960 0.0489 -0.0241 0.0413
H -15.145980 -12.221862 -32.375935 -0.1254 0.0452 0.0091
N -17.641444 -16.391071 -28.635975 0.0400 0.1561 0.0569
C -17.138714 -17.429912 -27.916509 0.0033 -0.1922 -0.0566
C -17.443346 -18.591625 -28.582419 -0.1618 -0.0663 0.3374
C -18.159549 -18.230552 -29.752269 0.0870 0.0272 -0.2328
C -18.261790 -16.861933 -29.753911 0.2188 0.0149 -0.0674
H -17.485516 -15.412967 -28.439129 0.0153 0.0082 -0.1117
H -16.588709 -17.279748 -27.004040 -0.0651 0.0737 0.0542
H -17.248837 -19.580425 -28.199495 0.1148 -0.0446 -0.1796
H -18.474627 -18.877128 -30.556303 -0.1982 -0.0893 0.1407
H -18.634811 -16.172110 -30.489340 -0.0706 -0.0162 -0.0115
N -16.377951 -21.295864 -34.898197 -0.0659 0.1432 -0.1433
C -17.103259 -21.686312 -33.804620 0.1662 -0.3154 0.2301
C -16.332867 -21.465641 -32.693288 0.0686 0.0488 -0.0744
C -15.096497 -20.912970 -33.133667 -0.4515 0.0266 0.2303
C -15.165004 -20.806809 -34.496433 0.3041 0.1831 0.1928
H -16.660827 -21.410866 -35.854060 -0.0528 0.0399 0.0271
H -18.057057 -22.178062 -33.884850 -0.0702 0.1230 -0.1450
H -16.612505 -21.678290 -31.674829 -0.0332 -0.0185 -0.0116
H -14.297275 -20.610963 -32.478853 0.1519 0.0534 -0.1862
H -14.453916 -20.357304 -35.169368 -0.0635 -0.1815 -0.1914
N -17.752637 -18.549191 -38.807463 -0.2329 -0.4352 -0.0683
C -18.545427 -18.759474 -37.707316 -0.3590 0.2317 -0.0588
C -19.169395 -17.578019 -37.415921 0.0683 -0.0568 0.1858
C -18.746063 -16.615694 -38.374329 -0.0465 -0.1279 0.3384
C -17.907030 -17.260873 -39.243452 0.2456 0.2782 0.2585
H -17.236193 -19.273471 -39.272955 -0.0386 0.1062 -0.1402
H -18.752739 -19.721811 -37.270471 0.3969 -0.1358 -0.0759
H -19.846088 -17.454799 -36.584720 -0.0719 0.1849 -0.0915
H -18.980307 -15.564464 -38.350687 -0.1136 -0.0057 -0.2555
H -17.383236 -16.871028 -40.098157 0.1137 -0.1458 -0.0290
N -22.738747 -16.266044 -31.670243 0.2245 0.1453 -0.0119
C -23.404746 -16.872843 -32.696357 -0.1341 -0.4589 -0.1967
C -22.519990 -17.677500 -33.369287 0.3288 0.1785 0.1339
C -21.253521 -17.496104 -32.749901 0.2247 -0.1870 0.5404
C -21.420763 -16.643602 -31.691072 -0.2438 0.2114 -0.3654
H -23.128404 -15.607442 -31.021166 -0.0852 -0.0263 -0.0443
H -24.459609 -16.748880 -32.870357 -0.0121 0.1505 0.1510
H -22.729087 -18.344126 -34.187645 -0.1478 0.1088 -0.0866
H -20.309104 -17.981241 -32.934764 -0.1281 -0.1090 -0.3257
H -20.697338 -16.247268 -31.003408 -0.1051 -0.0253 0.1842
N -16.292589 -14.410949 -31.003591 0.0768 0.3399 -0.0184
C -15.341003 -14.328800 -30.037322 0.0816 -0.0744 0.2496
C -15.842944 -13.579865 -28.998404 0.0050 -0.0621 -0.0617
C -17.154891 -13.177525 -29.372286 -0.1667 0.0212 -0.0830
C -17.394379 -13.692516 -30.625831 0.2054 -0.3737 -0.0946
H -16.163170 -14.827202 -31.924886 -0.1534 -0.0195 0.0745
H -14.395401 -14.834484 -30.145419 0.0172 0.0204 -0.0355
H -15.334879 -13.357143 -28.075122 0.0255 0.0419 -0.0048
H -17.843079 -12.582596 -28.793796 0.0278 0.0464 -0.0156
H -18.240684 -13.659384 -31.292056 -0.0821 0.2061 0.1044
C -15.993976 -17.043762 -35.642495 0.2834 0.2778 -0.5982
S -16.125252 -16.873055 -33.875247 0.0261 -0.1978 -0.0907
O -16.423979 -15.415575 -33.617011 -0.0886 -0.2965 -0.0342
C -17.678400 -17.768698 -33.761319 0.4529 0.1024 0.1564
H -15.062720 -16.610444 -36.012441 0.0498 0.0314 0.2354
H -16.824252 -16.527818 -36.128741 -0.1256 -0.1173 0.0944
H -15.995780 -18.102790 -35.904158 -0.1061 -0.0232 0.1004
H -18.399933 -17.316826 -34.436933 -0.0914 -0.0640 -0.0069
H -17.999521 -17.727697 -32.722671 -0.0477 -0.0145 0.0207
H -17.421686 -18.794102 -34.037405 -0.2268 -0.0587 0.0410
C -13.308320 -19.184943 -37.884491 0.4474 -0.3248 -0.2020
S -12.939360 -17.569192 -38.559567 -0.1330 -0.0320 -0.0675
O -13.177493 -16.605424 -37.439200 -0.1899 0.0432 -0.0964
C -11.173417 -17.795216 -38.673294 0.2801 -0.3132 -0.1353
H -12.714748 -19.314934 -36.977792 -0.2444 0.1566 0.1602
H -12.979079 -19.942706 -38.599974 -0.1813 0.0549 -0.0916
H -14.382201 -19.250146 -37.732659 -0.0204 0.0070 0.1352
H -10.786558 -18.189876 -37.734072 -0.0383 0.1779 0.0836
H -10.726515 -16.836890 -38.927170 -0.0141 0.0533 0.0725
H -10.960098 -18.508923 -39.471987 -0.0800 0.0680 -0.0407
```
Forces are in eV/Å.

Computed properties:
* HOMO level: -7.5 eV
* total energy: -80166.08964 eV
* maximum force: 0.9 eV/Å
* frontier orbital gap: 0.26894 hartree

Atom charges from the Mulliken analysis, given in e for atoms 1 to 2:
1. C -0.158
2. O -0.570